This record from the Open Molecules 2025 dataset describes a structure of composition C4H13N3O at a distorted geometry. The level of theory is ωB97M-V/def2-TZVPD.

Properties
LUMO (alpha / beta) = 0.7 / 0.7 eV
frontier orbital gap (alpha / beta) = 7.731 / 7.731 eV
DFT total energy = -399.52152 hartree

CARTESIAN COORDINATES (ANGSTROEM)
C  -0.18081  0.83937  -0.22583
C  -0.30054  -0.45416  -0.80030
C  -3.02737  0.17451  -0.53160
C  2.58385  -0.20673  -0.45011
N  1.38596  -0.90686  -0.03818
N  1.29635  -1.09453  1.35691
N  -0.43303  1.15194  1.05005
O  -1.95155  0.50596  -1.34659
H  0.26141  1.62289  -0.82702
H  1.86493  -0.42892  1.88245
H  1.59311  -2.03407  1.60721
H  -0.69088  0.40671  1.68108
H  -0.26296  2.08914  1.37718
H  -0.82441  -1.26050  -0.30995
H  0.00270  -0.58546  -1.82531
H  -3.19333  -0.91508  -0.44965
H  -2.91954  0.55524  0.50415
H  -3.95717  0.60994  -0.92522
H  2.50768  0.04295  -1.51191
H  2.77161  0.72870  0.10883
H  3.47398  -0.84103  -0.32620